1.
C8H17NO4S in the gas phase at a distorted geometry. Source: the Open Molecules 2025 dataset; level of theory: ωB97M-V/def2-TZVPD.

Its total energy is -29081.945 eV. The value obtained for the HOMO-LUMO gap is 9.59 eV. The HOMO energy is -9.0 eV. The energy above the lowest of the compared OMol25 structures with the same formula, charge and spin is 356.58 kJ/mol. As for the SMILES: C=CC[C@]1([C@H](C)O)OS1(=O)([O-])[NH+](C)C.

```
! RIJCOSX wB97M-V def2-TZVPD def2/J DEFGRID3
* xyz 0 1
C 3.227 -1.720 0.176
C 2.544 -0.886 0.898
C 1.102 -0.780 0.983
C 0.592 0.604 0.670
C 0.962 1.194 -0.659
C 2.089 2.243 -0.724
O -0.243 1.725 -1.107
O 0.389 1.500 1.668
S -1.213 0.712 1.053
O -1.632 -0.062 2.149
O -1.917 1.965 0.811
N -2.451 -0.275 -0.355
C -1.693 -0.951 -1.417
C -3.304 -1.231 0.395
H 4.316 -1.947 0.295
H 2.575 -2.391 -0.509
H 3.160 -0.194 1.608
H 0.726 -1.106 2.041
H 0.693 -1.455 0.217
H 1.185 0.368 -1.372
H 3.196 1.992 -0.785
H 2.122 2.970 0.118
H 2.009 2.851 -1.714
H -0.342 2.411 -0.453
H -2.983 0.463 -0.726
H -1.018 -1.700 -1.023
H -2.333 -1.488 -2.033
H -1.109 -0.071 -1.896
H -3.812 -1.997 -0.290
H -2.705 -1.839 1.054
H -4.130 -0.903 0.928
*
```

Charge distribution, natural (NBO) scheme, values in e: number 1, C, carries -0.39; number 2, C, carries -0.19; number 3, C, carries -0.51; number 4, C, carries 0.21; number 5, C, carries 0.02; number 6, C, carries -0.67; number 7, O, carries -0.71; number 8, O, carries -0.76; number 9, S, carries 2.17; number 10, O, carries -0.94; number 11, O, carries -0.95; number 12, N, carries -0.58; number 13, C, carries -0.43; number 14, C, carries -0.42; number 15, H, carries 0.22; number 16, H, carries 0.18; number 17, H, carries 0.21; number 18, H, carries 0.27; number 19, H, carries 0.21; number 20, H, carries 0.18; number 21, H, carries 0.24; number 22, H, carries 0.24; number 23, H, carries 0.23; number 24, H, carries 0.49; number 25, H, carries 0.41; number 26, H, carries 0.20; number 27, H, carries 0.20; number 28, H, carries 0.25; number 29, H, carries 0.18; number 30, H, carries 0.23; number 31, H, carries 0.23

2.
A 2-piece molecular cluster, C10H20N2S overall at a distorted geometry. Source: the Open Molecules 2025 dataset; level of theory: ωB97M-V/def2-TZVPD.

Its total energy is -24506.350 eV. The value obtained for the HOMO-LUMO gap is 9.11 eV. The HOMO energy is -8.4 eV. The energy above the lowest of the compared OMol25 structures with the same formula, charge and spin is 251.43 kJ/mol. As for the SMILES: CN/N=C(/C)S.CC=C1CCCC1.

```
! RIJCOSX wB97M-V def2-TZVPD def2/J DEFGRID3
* xyz 0 1
C 4.123 1.414 1.385
N 4.312 0.754 0.112
N 3.278 0.042 -0.327
C 3.140 -0.381 -1.501
C 1.878 -1.083 -1.893
S 4.239 0.136 -2.965
H 4.397 0.933 2.363
H 3.012 1.709 1.501
H 4.660 2.403 1.453
H 4.963 1.021 -0.637
H 1.782 -1.981 -1.361
H 2.053 -1.355 -2.953
H 1.034 -0.437 -1.948
H 4.803 -1.066 -3.166
C -0.336 -0.810 1.760
C -0.766 0.026 0.601
C -2.004 0.160 0.246
C -3.143 -0.737 0.817
C -4.402 0.114 0.419
C -3.980 1.337 -0.266
C -2.572 1.171 -0.745
H -0.954 -1.717 1.860
H -0.496 -0.212 2.757
H 0.759 -1.047 1.599
H 0.037 0.590 0.302
H -2.940 -0.935 1.872
H -3.042 -1.766 0.387
H -5.056 0.462 1.250
H -5.034 -0.498 -0.172
H -4.757 1.453 -1.204
H -4.070 2.210 0.302
H -2.656 0.547 -1.683
H -2.058 2.165 -0.930
*
```

Charge distribution, natural (NBO) scheme, values in e: number 1, C, carries -0.42; number 2, N, carries -0.45; number 3, N, carries -0.23; number 4, C, carries 0.11; number 5, C, carries -0.66; number 6, S, carries -0.16; number 7, H, carries 0.19; number 8, H, carries 0.20; number 9, H, carries 0.21; number 10, H, carries 0.38; number 11, H, carries 0.23; number 12, H, carries 0.22; number 13, H, carries 0.23; number 14, H, carries 0.14; number 15, C, carries -0.64; number 16, C, carries -0.22; number 17, C, carries 0.04; number 18, C, carries -0.46; number 19, C, carries -0.42; number 20, C, carries -0.38; number 21, C, carries -0.44; number 22, H, carries 0.21; number 23, H, carries 0.21; number 24, H, carries 0.22; number 25, H, carries 0.20; number 26, H, carries 0.22; number 27, H, carries 0.22; number 28, H, carries 0.21; number 29, H, carries 0.21; number 30, H, carries 0.19; number 31, H, carries 0.20; number 32, H, carries 0.21; number 33, H, carries 0.23

3.
An isolated ion of composition C5H11ClN and charge +1 at a distorted geometry. Source: the Open Molecules 2025 dataset; level of theory: ωB97M-V/def2-TZVPD.

Its total energy is -19366.942 eV. The value obtained for the HOMO-LUMO gap is 9.23 eV. The HOMO energy is -14.8 eV. The energy above the lowest of the compared OMol25 structures with the same formula, charge and spin is 229.99 kJ/mol. As for the SMILES: CCC(Cl)=[N+](C)C.

```
! RIJCOSX wB97M-V def2-TZVPD def2/J DEFGRID3
* xyz 1 1
C 1.654 -2.126 -0.840
C 1.134 -0.662 -0.717
C -0.335 -0.420 -0.503
Cl -1.424 -1.413 -1.324
N -0.793 0.769 0.323
C -2.146 0.868 0.779
C 0.061 1.766 0.813
H 2.628 -2.207 -1.221
H 1.526 -2.570 0.072
H 1.182 -2.702 -1.631
H 1.462 -0.299 0.234
H 1.726 -0.107 -1.506
H -2.812 0.245 0.313
H -2.480 1.866 0.555
H -2.380 0.706 1.854
H 0.085 2.622 0.149
H 1.126 1.375 0.899
H -0.215 2.289 1.752
*
```

Charge distribution, natural (NBO) scheme, values in e: number 1, C, carries -0.59; number 2, C, carries -0.53; number 3, C, carries 0.39; number 4, Cl, carries 0.22; number 5, N, carries -0.29; number 6, C, carries -0.44; number 7, C, carries -0.45; number 8, H, carries 0.25; number 9, H, carries 0.22; number 10, H, carries 0.23; number 11, H, carries 0.24; number 12, H, carries 0.30; number 13, H, carries 0.23; number 14, H, carries 0.23; number 15, H, carries 0.25; number 16, H, carries 0.24; number 17, H, carries 0.23; number 18, H, carries 0.26